1.
Below is a cluster of 2 separate species, C7H14O in total, with properties calculated with wB97M-V/def2-TZVPD.

Last column: Mulliken charge in e.
Geometry (Å):
C (-0.933, 2.942, -0.628)  -1.01
C (-0.256, 1.885, -0.158)  0.08
C (-0.242, 0.570, -0.732)  -0.18
C (0.210, -0.606, -0.279)  0.53
C (0.120, -1.902, -1.135)  -1.35
C (1.008, -0.634, 1.012)  -0.79
C (2.508, -0.427, 0.694)  -1.03
H (-0.883, 3.841, -0.037)  0.27
H (-1.614, 2.894, -1.466)  0.27
H (0.278, 2.141, 0.756)  0.19
H (-0.980, 0.568, -1.525)  0.35
H (-0.874, -2.213, -1.526)  0.35
H (0.376, -2.786, -0.536)  0.38
H (0.860, -1.831, -1.942)  0.30
H (0.859, -1.630, 1.509)  0.35
H (0.558, 0.037, 1.765)  0.37
H (2.707, 0.649, 0.497)  0.26
H (2.703, -0.962, -0.225)  0.32
H (3.165, -0.591, 1.546)  0.35
O (-3.233, -0.288, 0.919)  -0.63
H (-2.622, -0.605, 0.249)  0.34
H (-3.717, -1.051, 1.242)  0.31

Properties
- E (eV) = -9531.971
- gap between HOMO and LUMO (eV) = 9.23
- structure (SMILES) = C=C/C=C(/C)CC.O
- energy relative to the best compared isomer or geometry (same formula, charge and spin) (kJ/mol) = 173.3
- M (g/mol) = 114.188

2.
Below is a structure of composition C27H35BF4MgN4P2, with properties calculated with wB97M-V/def2-TZVPD.

Last column: Mulliken charge in e.
Geometry (Å):
Mg (0.014, 0.151, 0.097)  0.91
C (1.337, -1.783, -0.452)  -0.46
C (0.987, -1.263, -1.648)  -0.66
C (-0.123, -1.789, -2.536)  -0.42
C (-1.517, -1.154, -2.342)  -0.04
C (-1.924, -0.881, -0.920)  -0.45
C (-1.634, -1.666, 0.144)  -0.47
C (-0.903, -2.979, 0.083)  -0.75
C (0.636, -2.928, 0.238)  -0.72
C (-1.296, 1.522, 1.028)  -1.48
H (2.282, -1.483, 0.035)  0.41
H (1.635, -0.513, -2.139)  0.57
H (-0.215, -2.883, -2.457)  0.17
H (0.180, -1.592, -3.581)  0.47
H (-1.553, -0.202, -2.900)  0.44
H (-2.271, -1.800, -2.826)  -0.20
H (-2.595, -0.017, -0.786)  0.49
H (-2.025, -1.395, 1.139)  0.43
H (-1.153, -3.518, -0.842)  0.33
H (-1.285, -3.592, 0.918)  0.42
H (0.885, -2.886, 1.313)  0.46
H (1.044, -3.894, -0.110)  0.33
H (-0.836, 1.939, 1.923)  0.36
H (-2.232, 1.032, 1.322)  0.31
H (-1.401, 2.338, 0.298)  0.37
P (-4.973, -2.603, -6.740)  -0.09
P (-2.088, -2.776, -7.629)  -0.25
N (-5.974, -3.503, -5.598)  0.29
N (-6.326, -1.905, -7.692)  0.38
N (-1.358, -4.259, -6.948)  0.48
N (-0.842, -2.492, -8.855)  0.34
C (-4.557, -4.011, -7.876)  -0.74
C (-3.337, -3.605, -8.720)  -1.03
C (-5.556, -3.608, -4.256)  -0.39
C (-6.291, -4.598, -3.641)  -0.53
C (-7.195, -5.144, -4.608)  -0.66
C (-6.973, -4.462, -5.804)  -0.16
C (-6.617, -0.533, -7.613)  -0.44
C (-7.673, -0.253, -8.466)  -0.58
C (-8.038, -1.465, -9.121)  -0.68
C (-7.189, -2.458, -8.637)  -0.21
C (-0.789, -4.250, -5.665)  -0.40
C (-0.333, -5.523, -5.369)  -0.37
C (-0.653, -6.367, -6.471)  -0.95
C (-1.297, -5.570, -7.417)  -0.30
C (-0.159, -3.363, -9.716)  -0.15
C (0.437, -2.616, -10.730)  -0.63
C (0.089, -1.245, -10.501)  -0.51
C (-0.689, -1.188, -9.367)  -0.46
H (-5.400, -4.291, -8.520)  0.47
H (-4.327, -4.873, -7.229)  0.47
H (-2.922, -4.465, -9.263)  0.42
H (-3.610, -2.836, -9.464)  0.48
H (-4.776, -2.954, -3.907)  0.31
H (-6.186, -4.913, -2.612)  0.40
H (-7.899, -5.937, -4.447)  0.45
H (-7.442, -4.570, -6.768)  0.28
H (-6.036, 0.089, -6.960)  0.41
H (-8.142, 0.715, -8.597)  0.40
H (-8.827, -1.603, -9.842)  0.44
H (-7.126, -3.501, -8.905)  0.33
H (-0.768, -3.331, -5.108)  0.26
H (0.187, -5.815, -4.464)  0.43
H (-0.430, -7.415, -6.570)  0.45
H (-1.718, -5.838, -8.374)  0.44
H (-0.138, -4.423, -9.529)  0.34
H (1.032, -2.996, -11.538)  0.44
H (0.372, -0.400, -11.113)  0.41
H (-1.163, -0.372, -8.850)  0.36
F (1.244, 0.500, 1.457)  -0.34
B (1.624, 1.457, 2.928)  0.47
F (0.662, 1.116, 3.864)  -0.31
F (2.880, 0.919, 3.079)  -0.30
F (1.538, 2.787, 2.553)  -0.30

Properties
- E (eV) = -70100.107
- gap between HOMO and LUMO (eV) = 6.90
- M (g/mol) = 588.662

3.
Below is a cluster of 9 separate species, C34H69Cl16P2Si in total, with properties calculated with wB97M-V/def2-TZVPD.

Last column: Mulliken charge in e.
Geometry (Å):
C (-6.186, -2.090, -2.776)  -1.23
P (-5.407, -0.512, -3.361)  0.35
C (-3.976, -0.858, -4.474)  -0.89
P (-4.780, 0.882, -1.640)  -0.48
C (-6.430, 1.862, -1.767)  -1.52
C (-6.729, 2.592, -3.081)  -0.25
C (-6.020, 3.960, -3.232)  -0.44
C (-5.525, 4.203, -4.663)  -1.41
C (-4.422, 3.241, -5.141)  2.00
C (-3.198, 3.924, -5.786)  -0.94
C (-1.968, 3.015, -5.813)  -1.11
C (-1.386, 2.610, -4.446)  0.04
Si (-0.898, 4.023, -3.297)  0.02
C (-0.308, 5.561, -4.208)  -1.26
C (-2.405, 4.536, -2.282)  -0.35
C (0.363, 3.419, -2.029)  0.48
C (0.738, 2.080, -1.946)  -1.16
C (1.615, 1.672, -0.946)  -0.72
C (2.121, 2.592, -0.051)  0.34
C (1.783, 3.933, -0.147)  -0.79
C (0.899, 4.343, -1.134)  -0.37
H (-6.981, -2.347, -3.480)  0.33
H (-6.675, -1.893, -1.818)  0.37
H (-5.512, -2.951, -2.721)  0.33
H (-3.009, -0.575, -4.033)  0.27
H (-3.954, -1.881, -4.853)  0.42
H (-4.099, -0.218, -5.354)  -0.08
H (-5.341, -0.044, -0.621)  0.24
H (-3.486, 0.144, -1.519)  -0.18
H (-4.103, 1.782, -2.596)  -0.28
H (-4.324, 1.757, -0.537)  0.03
H (-7.256, 1.184, -1.524)  0.44
H (-6.390, 2.605, -0.960)  0.59
H (-7.811, 2.781, -3.111)  0.41
H (-6.510, 1.985, -3.961)  0.09
H (-5.247, 4.089, -2.473)  0.23
H (-6.762, 4.746, -3.031)  0.46
H (-5.247, 5.254, -4.807)  0.43
H (-6.395, 4.042, -5.313)  0.34
H (-4.848, 2.612, -5.929)  -0.26
H (-4.096, 2.564, -4.353)  -0.94
H (-3.464, 4.122, -6.833)  0.36
H (-3.020, 4.907, -5.338)  0.32
H (-1.182, 3.444, -6.445)  0.39
H (-2.292, 2.094, -6.317)  0.40
H (-2.113, 1.976, -3.927)  0.02
H (-0.499, 1.984, -4.604)  0.44
H (0.425, 5.360, -4.993)  0.34
H (-1.173, 6.028, -4.685)  0.36
H (0.108, 6.306, -3.525)  0.38
H (-2.655, 5.594, -2.383)  0.45
H (-3.235, 3.885, -2.558)  -0.59
H (-2.215, 4.337, -1.224)  0.53
H (0.296, 1.393, -2.654)  0.73
H (1.860, 0.625, -0.915)  0.96
H (2.786, 2.259, 0.742)  -0.28
H (2.171, 4.660, 0.558)  0.42
H (0.616, 5.390, -1.191)  0.26
Cl (4.562, 1.754, 2.239)  -0.22
C (5.984, 0.674, 2.270)  -0.38
C (5.944, -0.385, 1.201)  -0.48
Cl (4.670, -1.598, 1.498)  -0.13
H (6.040, 0.230, 3.256)  0.20
H (6.861, 1.303, 2.122)  0.35
H (6.893, -0.919, 1.193)  0.22
H (5.777, 0.042, 0.215)  0.38
Cl (-6.127, 0.904, -7.920)  -0.18
C (-5.017, -0.249, -8.698)  -0.54
C (-5.560, -1.656, -8.683)  -0.50
Cl (-5.604, -2.329, -7.038)  -0.11
H (-4.060, -0.191, -8.185)  0.27
H (-4.884, 0.080, -9.728)  0.41
H (-4.918, -2.304, -9.278)  0.30
H (-6.567, -1.695, -9.093)  0.31
Cl (1.221, -0.274, 1.127)  -0.07
C (0.851, -1.870, 1.820)  -0.29
C (-0.596, -2.006, 2.218)  -0.53
Cl (-0.993, -0.984, 3.628)  -0.21
H (1.509, -2.031, 2.670)  0.00
H (1.092, -2.606, 1.054)  0.29
H (-0.800, -3.036, 2.509)  0.32
H (-1.267, -1.735, 1.406)  0.44
Cl (2.522, -2.689, 6.846)  -0.21
C (1.272, -3.456, 5.829)  -0.09
C (1.817, -4.628, 5.052)  -0.58
Cl (2.972, -4.115, 3.794)  -0.12
H (0.864, -2.690, 5.171)  -0.01
H (0.481, -3.794, 6.495)  0.34
H (0.999, -5.139, 4.547)  0.29
H (2.322, -5.339, 5.700)  0.40
Cl (3.154, -4.120, 11.852)  -0.19
C (3.075, -2.660, 10.827)  -0.30
C (3.832, -1.505, 11.425)  -0.44
Cl (3.054, -0.879, 12.903)  -0.19
H (2.028, -2.416, 10.675)  0.31
H (3.509, -2.926, 9.864)  0.15
H (3.864, -0.685, 10.710)  0.32
H (4.851, -1.786, 11.679)  0.32
Cl (5.706, 1.838, -4.959)  -0.20
C (5.022, 0.195, -4.828)  -0.38
C (3.523, 0.183, -4.987)  -0.57
Cl (2.687, 0.964, -3.618)  -0.03
H (5.318, -0.212, -3.864)  0.27
H (5.482, -0.401, -5.614)  0.33
H (3.174, -0.848, -5.028)  0.29
H (3.218, 0.689, -5.900)  0.33
Cl (0.355, -8.695, 11.014)  -0.19
C (1.163, -8.473, 12.587)  -0.43
C (2.523, -7.841, 12.445)  -0.25
Cl (3.694, -8.930, 11.657)  -0.19
H (1.225, -9.444, 13.070)  0.32
H (0.523, -7.826, 13.185)  0.29
H (2.922, -7.607, 13.431)  0.32
H (2.477, -6.923, 11.866)  0.13
Cl (8.346, -0.536, 4.293)  -0.18
C (9.250, -1.835, 3.473)  -0.40
C (10.621, -1.385, 3.042)  -0.42
Cl (10.544, -0.181, 1.729)  -0.18
H (8.658, -2.170, 2.624)  0.25
H (9.336, -2.659, 4.180)  0.34
H (11.182, -2.237, 2.662)  0.29
H (11.173, -0.945, 3.868)  0.31

Properties
- E (eV) = -263191.105
- gap between HOMO and LUMO (eV) = 3.86
- M (g/mol) = 1135.208
- charge = -1

4.
Below is a cluster of 2 separate species, CClIS in total, with properties calculated with wB97M-V/def2-TZVPD.

Last column: Mulliken charge in e.
Geometry (Å):
C (-0.149, -0.329, -0.109)  -0.08
S (0.934, -0.737, 0.919)  -0.07
Cl (-0.098, 2.202, -0.408)  -0.10
I (-1.750, -0.996, -1.114)  0.25

Properties
- E (eV) = -32491.048
- gap between HOMO and LUMO (alpha / beta) (eV) = 6.78 / 6.32
- multiplicity = 3
- energy relative to the best compared isomer or geometry (same formula, charge and spin) (kJ/mol) = 105.8
- M (g/mol) = 206.435

5.
Below is a cluster of 4 separate species, C13H30BO10 in total, with properties calculated with wB97M-V/def2-TZVPD.

Last column: Mulliken charge in e.
Geometry (Å):
B (2.048, 3.478, 0.218)  0.25
C (1.611, 2.640, -1.141)  -1.08
C (2.365, 1.332, -1.406)  0.66
C (3.878, 1.393, -1.410)  -0.89
O (4.435, 1.939, -2.604)  -0.44
C (4.384, 3.348, -2.689)  -0.64
H (1.449, 4.559, 0.274)  -0.23
H (1.880, 2.803, 1.243)  -0.26
H (3.263, 3.737, 0.160)  -0.24
H (1.675, 3.293, -2.021)  0.20
H (0.546, 2.376, -1.061)  0.26
H (2.071, 0.590, -0.654)  0.12
H (2.089, 0.902, -2.381)  -0.28
H (4.281, 0.376, -1.359)  0.37
H (4.243, 1.948, -0.543)  0.46
H (5.226, 3.664, -3.308)  0.27
H (4.447, 3.811, -1.701)  0.29
H (3.457, 3.689, -3.160)  0.21
C (-0.319, 0.302, 2.108)  -0.42
O (0.680, 0.609, 3.086)  -0.21
C (0.266, 0.528, 4.333)  0.78
O (-0.841, 0.213, 4.711)  -0.58
O (1.282, 0.845, 5.145)  -0.32
C (0.959, 0.816, 6.531)  -0.64
H (0.151, 0.417, 1.136)  -0.01
H (-0.662, -0.724, 2.242)  0.27
H (-1.155, 0.992, 2.188)  0.30
H (0.643, -0.181, 6.836)  0.29
H (0.169, 1.530, 6.759)  0.29
H (1.872, 1.094, 7.050)  0.22
C (-4.911, -2.725, -1.146)  -0.76
O (-3.889, -2.464, -0.180)  -0.18
C (-4.286, -2.561, 1.090)  0.70
O (-5.389, -2.876, 1.459)  -0.57
O (-3.254, -2.249, 1.867)  -0.22
C (-3.535, -2.282, 3.271)  -0.63
H (-4.440, -2.593, -2.116)  0.20
H (-5.286, -3.742, -1.041)  0.34
H (-5.731, -2.020, -1.032)  0.34
H (-3.832, -3.284, 3.578)  0.32
H (-4.321, -1.572, 3.517)  0.32
H (-2.617, -1.991, 3.774)  0.14
C (0.549, -0.283, -4.899)  -0.58
O (-0.508, -1.233, -4.679)  -0.36
C (-0.408, -1.870, -3.512)  0.84
O (0.478, -1.734, -2.714)  -0.53
O (-1.467, -2.677, -3.370)  -0.36
C (-1.474, -3.370, -2.118)  -0.67
H (0.344, 0.161, -5.869)  0.25
H (0.546, 0.480, -4.124)  0.24
H (1.515, -0.782, -4.907)  0.29
H (-1.496, -2.664, -1.292)  0.31
H (-0.603, -4.017, -2.027)  0.37
H (-2.379, -3.971, -2.114)  0.19

Properties
- E (eV) = -35118.708
- gap between HOMO and LUMO (eV) = 6.85
- M (g/mol) = 357.185
- charge = -1

6.
Below is an isolated molecule of C6H10O, with properties calculated with wB97M-V/def2-TZVPD.

Last column: Mulliken charge in e.
Geometry (Å):
C (-2.324, -0.092, 0.024)  -0.77
C (-1.247, -0.492, 0.698)  -0.15
C (-0.235, -1.458, 0.152)  -0.49
C (1.208, -1.038, -0.036)  -0.33
C (1.769, 0.156, -0.228)  -0.19
C (1.205, 1.554, -0.267)  -0.46
O (-0.077, 1.778, 0.249)  -0.54
H (-3.037, 0.610, 0.453)  0.31
H (-2.506, -0.422, -0.997)  0.27
H (-1.061, -0.112, 1.701)  0.24
H (-0.597, -1.831, -0.815)  0.27
H (-0.230, -2.328, 0.820)  0.30
H (1.880, -1.898, -0.088)  0.30
H (2.845, 0.160, -0.418)  0.31
H (1.865, 2.186, 0.337)  0.33
H (1.280, 1.918, -1.306)  0.27
H (-0.740, 1.310, -0.280)  0.35

Properties
- E (eV) = -8429.775
- gap between HOMO and LUMO (eV) = 10.38
- structure (SMILES) = C=CC/C=C\CO
- energy relative to the best compared isomer or geometry (same formula, charge and spin) (kJ/mol) = 141.4
- M (g/mol) = 98.145

7.
Below is a structure of composition C32H29KN5O4S2, with properties calculated with wB97M-V/def2-TZVPD.

Last column: Mulliken charge in e.
Geometry (Å):
K (1.246, 0.532, 2.074)  1.25
C (-0.378, 4.463, 4.601)  -1.29
C (-0.464, 3.353, 3.574)  0.44
O (0.465, 2.599, 3.365)  -0.47
N (-1.641, 3.294, 2.897)  -0.06
C (-1.953, 2.301, 1.882)  -0.27
C (-1.512, 2.673, 0.486)  0.71
C (-2.423, 2.776, -0.558)  -0.51
C (-1.947, 2.985, -1.843)  -0.54
C (-0.581, 3.084, -2.041)  -0.26
C (0.253, 2.991, -0.934)  -0.57
N (-0.197, 2.799, 0.302)  -0.14
H (0.297, 4.149, 5.393)  0.34
H (-1.351, 4.714, 5.022)  0.38
H (0.041, 5.349, 4.122)  0.28
H (-2.337, 3.987, 3.103)  0.23
H (-3.029, 2.126, 1.897)  0.43
H (-1.470, 1.355, 2.131)  -0.36
H (-3.483, 2.658, -0.369)  0.37
H (-2.631, 3.039, -2.681)  0.38
H (-0.162, 3.203, -3.031)  0.45
H (1.331, 3.034, -1.039)  0.39
O (-1.663, -2.183, 4.331)  -0.77
C (-0.899, -1.607, 3.538)  0.02
O (0.010, -0.781, 3.784)  -0.73
C (-1.099, -1.986, 2.060)  0.62
C (-1.419, -3.338, 1.761)  -0.86
C (-1.616, -3.708, 0.469)  -0.96
C (-1.512, -2.738, -0.557)  1.49
C (-1.727, -3.031, -1.925)  -0.97
C (-1.611, -2.051, -2.871)  -0.58
C (-1.251, -0.740, -2.489)  -0.79
C (-1.037, -0.436, -1.176)  0.29
C (-1.181, -1.421, -0.172)  -1.18
N (-0.984, -1.065, 1.133)  0.00
H (-1.519, -4.030, 2.586)  0.50
H (-1.859, -4.733, 0.207)  0.40
H (-1.986, -4.046, -2.205)  0.36
H (-1.773, -2.271, -3.918)  0.46
H (-1.121, 0.012, -3.258)  0.61
H (-0.723, 0.553, -0.876)  0.94
C (1.275, -1.414, 6.599)  -0.80
N (2.223, -1.749, 5.556)  0.28
C (1.999, -2.710, 4.587)  -0.25
C (3.029, -2.669, 3.726)  -0.75
N (3.875, -1.670, 4.185)  0.01
C (3.387, -1.096, 5.316)  -0.08
S (4.110, 0.133, 6.203)  -0.49
H (1.332, -2.140, 7.412)  0.28
H (0.278, -1.397, 6.162)  0.27
H (1.535, -0.430, 6.980)  0.27
H (1.093, -3.290, 4.580)  0.61
H (3.216, -3.217, 2.822)  0.44
H (4.712, -1.339, 3.742)  0.21
C (-1.599, -0.467, -8.303)  -1.19
C (-0.913, -0.426, -6.956)  0.73
O (-1.511, -0.351, -5.915)  -0.52
S (0.859, -0.477, -7.100)  -0.28
C (1.380, -0.329, -5.420)  0.08
C (1.535, -1.456, -4.618)  -0.27
C (1.934, -1.319, -3.304)  -0.56
C (2.194, -0.057, -2.742)  0.67
C (2.059, 1.062, -3.581)  -0.55
C (1.652, 0.931, -4.896)  -0.35
C (2.554, 0.072, -1.372)  -0.06
C (2.850, 0.115, -0.174)  -1.71
H (-2.409, -1.194, -8.269)  0.31
H (-0.905, -0.715, -9.105)  0.40
H (-2.032, 0.516, -8.494)  0.29
H (1.327, -2.437, -5.027)  0.44
H (2.030, -2.189, -2.668)  0.45
H (2.282, 2.041, -3.175)  0.61
H (1.545, 1.804, -5.528)  0.43

Properties
- E (eV) = -87294.161
- gap between HOMO and LUMO (eV) = 6.94
- energy relative to the best compared isomer or geometry (same formula, charge and spin) (kJ/mol) = 78.3
- M (g/mol) = 650.847
- charge = -1

8.
Below is an isolated molecule of C4H9N3O, with properties calculated with wB97M-V/def2-TZVPD.

Last column: Mulliken charge in e.
Geometry (Å):
C (1.389, 0.140, -0.108)  0.11
C (-2.180, 1.144, -0.138)  -1.03
C (1.226, -0.139, 1.377)  -1.18
C (-1.029, 0.203, -0.331)  0.42
N (1.848, -1.015, -0.802)  -0.58
N (-1.246, -1.191, -0.322)  0.32
N (-1.748, -1.720, -1.212)  -0.53
O (0.162, 0.722, -0.694)  -0.39
H (2.109, 0.946, -0.271)  0.37
H (2.078, -0.818, -1.770)  0.25
H (1.195, -1.788, -0.759)  0.27
H (-3.132, 0.630, -0.224)  0.37
H (-2.119, 1.572, 0.864)  0.22
H (-2.124, 1.967, -0.848)  0.30
H (2.158, -0.526, 1.771)  0.40
H (0.943, 0.768, 1.904)  0.32
H (0.469, -0.894, 1.565)  0.35

Properties
- E (eV) = -10807.984
- gap between HOMO and LUMO (alpha / beta) (eV) = 7.48 / 8.88
- energy relative to the best compared isomer or geometry (same formula, charge and spin) (kJ/mol) = 432.0
- M (g/mol) = 115.136

Which of these has the lowest E?
C34H69Cl16P2Si